1.
# C42H58F4NO17

8 unconnected molecules or ions with the total composition C42H58F4NO17 (wB97M-V/def2-TZVPD, OMol25).

Geometry as XYZ:
```
122
Properties=species:S:1:pos:R:3:forces:R:3:mulliken_charge:R:1
H -6.6759 1.4219 -6.2103 -0.2 0.1 0.0 0.276
H -8.4241 1.3738 -5.9282 0.1 0.1 0.0 0.332
C 0.8707 -1.7816 7.0625 0.8 0.0 0.1 -0.514
O -0.5980 2.9020 2.8289 0.5 0.2 0.8 -0.394
H 10.5419 -5.2174 -4.0894 -0.1 0.1 -0.1 0.270
H 3.3640 -2.9860 -1.4384 -0.6 1.2 -0.1 0.408
H -3.2102 -5.5772 5.9028 0.1 0.0 0.1 0.269
H 8.3818 0.3382 -1.4797 -2.6 0.9 -1.1 0.212
H -2.5149 2.6223 2.1368 0.0 0.1 0.1 -0.093
H -9.0154 7.7862 1.7955 -0.1 -0.2 -0.4 0.278
H -1.2252 2.2765 0.9581 0.1 0.2 0.2 0.260
H -3.6487 1.7265 -0.9466 -0.4 -0.1 0.0 0.332
C 0.0875 -2.2252 8.2702 0.2 -0.2 0.9 -0.627
C -8.1816 7.6072 1.1128 0.0 0.0 0.5 -0.272
C 1.9402 -0.0215 -4.2512 -2.5 -0.5 -1.5 0.383
H -7.2829 3.4566 -7.2530 0.0 0.2 0.2 0.309
N 3.6250 -2.0419 -1.7907 -0.6 0.7 -2.0 -0.152
C 5.8822 0.3596 -1.3589 0.8 1.6 -2.4 0.407
O -7.0576 9.0064 -0.4047 -0.9 0.0 -0.2 -0.369
H 10.1394 -7.2380 -2.8004 -0.1 0.1 0.1 0.314
C 2.5271 -1.0249 -1.7322 -0.9 -0.8 1.8 0.241
C -1.1600 0.9189 3.9583 0.1 -0.4 -0.3 0.081
H -0.6182 0.2418 2.0008 -0.2 0.1 0.0 0.029
H -0.0821 -1.3709 8.9368 0.1 -0.1 -0.1 0.336
H 6.4191 -2.9098 -3.6823 -2.0 -0.6 2.1 0.259
C 1.4963 -1.0080 -3.0251 -2.4 -0.2 1.5 0.667
H 3.5649 -2.8358 -3.9204 0.9 1.0 1.4 0.313
H -1.1970 -3.7125 7.3566 -0.1 0.5 0.2 -0.477
H -5.8418 4.9320 -0.8954 0.1 -0.1 0.0 0.192
H -1.8536 -4.7341 3.4562 0.1 -0.1 0.0 0.273
H 4.6365 -1.3033 -3.6889 -1.0 -1.4 1.4 -0.048
C -2.2995 -6.6930 4.2835 -0.5 -0.6 -0.4 -0.452
H 10.2057 -5.4067 -1.1932 -0.1 0.0 0.0 0.277
C -6.0870 8.4908 0.5052 0.8 0.0 0.1 -0.137
C -7.5113 1.9394 -5.7232 -0.2 -0.8 -0.4 -0.575
F 1.3875 1.3229 -3.9707 2.0 -3.6 -0.9 -0.265
C 9.3256 -6.5094 -2.8454 0.1 -0.9 -0.1 -0.491
H -2.3664 0.1937 2.2829 0.1 0.1 0.0 0.400
H 2.1987 1.2505 -1.5446 1.8 -1.4 0.4 0.497
O 5.1256 -4.6018 -3.2416 0.3 0.4 -0.5 -0.569
O -2.3344 -1.6029 5.8012 1.7 0.0 0.6 -0.640
O 0.2730 2.6127 4.9238 -0.7 0.0 -1.6 -0.652
C -5.0155 4.6214 -0.2474 0.0 0.7 -0.2 -0.034
H -6.6102 1.2742 -3.8733 -0.2 0.3 0.3 0.285
C -2.4250 -6.3205 5.7392 -0.2 -0.5 -0.1 -0.476
H 0.5897 -3.0075 8.8455 0.0 0.1 -0.1 0.319
H 6.1736 3.0558 -4.9005 0.0 -1.8 2.3 0.252
C 7.3828 0.7577 -1.9814 -2.7 1.6 -1.9 -0.444
H 5.9462 -3.1431 -1.8038 -0.9 -0.5 -2.2 0.057
C -1.3225 -1.7927 6.4554 -1.5 0.1 -1.1 0.547
O -5.5171 3.7002 0.7199 -0.1 -0.7 0.4 -0.378
O 1.0488 -2.8772 -0.2677 3.6 6.7 -2.2 -0.774
H -1.8493 -7.6894 4.1970 -0.1 0.1 0.0 0.261
F 1.0882 -2.3904 -3.4685 1.7 4.4 1.0 -0.324
C -8.2802 8.4797 -0.1018 -1.7 0.1 -1.3 0.480
H 9.0399 -5.8203 -4.8752 0.2 0.4 0.0 0.258
C 4.2280 -2.2572 -3.1496 2.1 -0.7 -0.2 0.139
C 3.0661 0.4988 -1.3140 0.5 0.5 -0.4 -0.620
H 8.3880 -7.0582 -2.9962 0.2 0.1 0.1 0.274
H -4.6107 5.5030 0.2581 -0.2 -0.2 0.1 0.095
H 4.8426 -0.8960 0.3848 2.4 0.5 -1.2 0.131
C -0.3993 2.2098 3.9889 0.7 0.4 1.5 0.415
O -9.2922 8.6695 -0.7561 1.9 0.1 0.8 -0.601
C -4.4664 2.4506 -0.9709 0.5 0.0 0.0 0.435
H -3.0007 3.9235 -0.4553 -0.1 0.0 0.0 0.301
O 1.0481 -0.5935 0.4449 3.3 -2.9 -4.9 -0.638
F 1.2031 -0.5181 -5.4736 1.9 1.5 3.0 -0.358
H -7.0398 8.9015 2.3795 0.1 -0.1 -0.1 0.281
C -5.2482 2.4267 0.3075 -0.7 -1.9 0.7 0.448
H -0.7576 -6.0290 2.9137 0.1 0.3 0.2 0.307
H -2.0752 1.0293 4.5464 0.2 -0.1 0.1 0.276
O -5.7847 3.7928 -3.2874 -1.0 -0.1 -1.9 -0.469
C 5.5680 -3.2298 -2.9087 -0.9 1.2 -2.0 -0.405
O -0.6311 -5.4805 7.1288 0.0 -0.6 -1.7 -0.697
H -3.7839 4.2512 -2.0101 -0.1 0.0 0.2 0.356
H -8.1330 2.2094 -3.6648 0.2 0.0 0.1 0.277
H -6.3680 7.2649 2.2882 0.0 0.1 -0.1 0.306
C 9.4924 -5.4850 -3.9391 -0.1 -0.5 -0.2 -0.444
H 3.7105 2.3878 -3.8598 1.9 -1.0 1.2 0.355
H 6.4084 0.0459 0.8616 -0.9 -1.3 -1.8 0.391
C 7.5555 1.7386 -3.2835 -4.6 -0.9 1.5 -0.457
C -1.4535 0.7593 2.4880 -0.1 -0.8 -0.5 -0.335
C 5.9222 -0.5988 -0.0099 -0.2 1.2 0.3 -0.935
H 4.7552 -4.6546 -4.1769 0.9 0.6 1.9 0.330
H -3.2544 -6.7069 3.7515 0.2 0.0 0.0 0.327
H -5.1414 2.2457 -1.8065 0.1 0.0 0.2 -0.451
H -8.1547 6.5599 0.7993 -0.1 0.1 0.0 0.181
H -0.5524 0.0941 4.3379 -0.3 0.4 0.2 -0.008
H -8.5726 3.8024 -6.0743 0.1 0.0 0.0 0.259
H -2.5875 -7.2004 6.3659 0.0 0.4 0.2 0.315
H 8.6041 2.0570 -3.7395 -2.5 -0.9 1.2 0.256
C 9.2235 -5.6570 -1.6077 0.1 -0.3 0.6 -0.442
O 8.4009 -3.3268 -4.0138 0.8 -1.5 1.3 -0.629
O -5.6279 1.4219 0.8858 0.3 1.9 -0.4 -0.657
H 1.3958 -2.6123 6.5794 -0.1 0.1 0.0 0.257
C 4.4671 0.9344 -2.0412 4.1 0.7 -1.2 0.166
F 0.2159 -0.4143 -2.4793 3.3 -1.6 -1.9 -0.281
C 6.1424 2.3198 -3.9625 -0.2 -2.2 3.0 -0.433
C -6.4570 3.3899 -4.2223 0.9 0.9 1.5 0.394
C 4.6456 1.9125 -3.3419 3.4 -1.2 1.5 -0.122
C -7.5767 3.3656 -6.2033 -0.4 0.1 -0.7 -0.439
H 6.6014 -1.5406 -0.1536 -1.5 1.8 0.0 0.158
C 8.7611 -4.3034 -3.3776 -0.5 1.9 -1.0 0.605
C -1.3430 -5.6545 3.7585 -0.1 0.2 -1.0 -0.429
O -0.0998 -1.2659 6.1525 -0.9 -0.1 -0.1 -0.305
O 8.5879 -4.4520 -2.0315 -0.1 0.4 -0.7 -0.327
C -3.9509 3.8672 -1.0003 0.8 0.3 -0.6 -0.594
H -5.5620 7.6600 0.0221 -0.1 0.1 0.0 0.036
H 1.5953 -1.0006 7.3104 -0.2 0.0 -0.3 0.346
C -6.8703 8.0472 1.7129 0.3 -0.2 0.9 -0.477
C -1.0922 -5.6952 6.0200 0.7 0.4 1.0 0.670
O -6.6557 4.0822 -5.3822 0.5 -0.1 0.8 -0.364
C -1.2239 -2.6652 7.6701 -0.1 0.2 0.4 0.344
C -1.5190 2.1855 2.0079 -0.4 -0.1 -0.7 0.053
C -7.2177 2.0990 -4.2529 0.1 -0.5 -0.2 -0.317
H 3.2826 0.5883 -0.1428 -0.8 -0.6 -2.7 0.362
H -2.0577 -2.4862 8.3528 -0.1 -0.1 -0.3 0.330
H -5.3624 9.2718 0.7531 -0.2 -0.1 -0.3 0.318
H 3.0723 -0.0484 -4.5402 -2.3 0.6 0.8 0.114
O -0.4747 -5.3557 4.8505 -0.1 -0.2 1.4 -0.317
H 8.6225 -6.1371 -0.8300 0.0 0.3 -0.1 0.304
C 1.5350 -1.4697 -0.4573 -5.2 -3.0 5.2 -0.276
```
Positions in Å, forces in eV/Å.

The calculation puts the energy above the lowest of the compared OMol25 structures with the same formula, charge and spin at 347.8 kcal per mole. The net charge is -1. The value obtained for the HOMO energy is -4.607 eV.

=====

2.
# C42H59N2O18S

6 unconnected molecules or ions with the total composition C42H59N2O18S (wB97M-V/def2-TZVPD, OMol25).

Geometry as XYZ:
```
122
Properties=species:S:1:pos:R:3:forces:R:3:mulliken_charge:R:1
H 1.5572 2.8695 -2.0255 -1.3 0.5 -1.2 0.255
H -2.3283 6.7428 -1.6928 0.1 0.0 0.1 0.326
C -1.1078 -8.3348 5.9558 -0.1 0.9 1.1 0.504
O 1.6615 2.6554 -4.1263 -1.1 -1.3 0.9 -0.390
C -0.6765 -1.4018 -5.0116 -3.9 0.8 -5.3 -0.064
H 0.0805 -8.1117 7.7520 -0.1 0.0 -0.1 0.237
H -3.3284 -0.7626 -0.2235 1.1 -1.4 0.1 0.302
C 0.9873 3.2417 -2.9619 0.7 1.0 0.3 -0.376
H 2.3173 -8.6408 -2.4483 -0.3 0.4 2.0 0.268
H -1.0494 7.0529 2.3846 0.0 0.1 0.0 0.425
C -2.5416 -2.8213 -1.0230 -1.9 -5.6 4.3 0.223
C -2.1070 12.1184 -5.5951 -0.5 0.7 -1.1 0.510
C -2.3234 7.6541 -3.6408 0.1 -0.3 -0.4 -1.410
H -2.7951 13.5215 -7.0879 0.0 -0.1 0.1 0.390
O -3.5395 9.4448 4.7199 -0.2 0.4 -0.5 -0.312
C -1.1951 12.9618 -4.7566 -0.1 0.8 0.2 -0.545
O -0.1299 8.0399 -0.7728 0.6 -0.9 -0.2 -0.492
H -1.1375 -10.1531 7.1603 0.0 0.2 0.0 0.322
O -3.1537 9.6797 2.5149 -0.4 0.4 0.6 -0.299
O -1.5152 -10.4261 5.1649 0.7 0.2 -0.6 -0.319
H -1.9593 9.0171 -0.9485 0.1 -0.2 0.2 0.531
H -2.9488 -2.0199 1.1152 0.6 0.3 -2.3 0.350
O -0.3750 9.8036 -3.8281 0.1 1.8 -1.5 -0.635
C 2.6898 0.3139 -4.2757 0.1 -0.3 -0.5 -0.690
C -1.6863 -9.6597 6.3510 -0.6 -0.1 0.4 -0.515
C 1.6388 -3.1526 -2.5985 0.9 0.5 -1.0 0.330
H 1.5069 -0.9833 -2.5719 -0.7 -1.1 -1.4 0.392
C 3.4720 -4.4866 -1.0947 0.8 0.4 0.4 -0.453
C 1.3349 -1.7588 -3.4202 2.8 -0.7 1.2 -1.063
H 2.6326 -5.8684 -2.7008 1.0 -0.4 1.7 0.270
H -2.7412 7.0589 1.8449 0.0 0.1 0.2 0.362
H 2.6975 -5.8199 1.3475 -0.7 -2.0 -1.1 0.124
H -0.0028 -6.6688 6.7588 -0.2 -0.1 0.1 0.344
C 2.5679 -5.8596 8.5796 -0.6 1.3 0.7 0.599
H -3.5510 7.4871 4.1167 0.1 0.0 -0.2 0.328
C -3.1738 -1.4651 -2.8779 -1.9 4.8 -2.3 0.406
H 3.3586 0.6499 -5.1653 -1.2 -0.3 1.6 0.357
O 1.9572 -4.8972 8.9631 0.7 -1.2 -0.5 -0.554
C -3.8263 10.1679 3.5987 -1.0 1.2 0.0 0.598
H 3.5312 -2.2330 -1.7509 -0.5 -1.8 -0.2 0.300
C 5.2587 -8.1346 8.7863 0.2 0.2 0.3 -1.478
H -3.2964 8.1309 -3.4944 0.1 -0.1 0.1 0.385
H 1.1180 -10.5526 -0.8822 0.7 2.0 0.8 0.297
C 1.3413 1.2167 -4.2286 0.4 0.6 -0.3 0.007
H -1.7052 13.8159 -4.3078 0.1 -0.2 0.1 0.325
H -0.1476 3.0210 -2.9397 1.8 0.1 0.0 0.227
H 2.8805 -4.3004 -0.1191 0.8 -0.5 -1.7 0.217
H -0.7539 9.3521 -2.2253 -0.5 -0.8 0.8 0.029
C -1.1816 8.5720 -1.5733 -0.5 0.9 0.3 -0.173
H -3.1012 12.0249 -5.1434 0.1 0.0 0.1 0.297
H 5.9372 -7.4344 8.2904 -0.1 0.0 0.0 0.354
H -1.5811 8.1185 1.0659 0.2 -0.1 0.3 -0.094
H -1.4093 -7.1461 7.7354 0.0 -0.1 -0.1 0.442
O -0.0483 -8.7227 5.0874 -0.1 -0.9 -0.6 -0.234
H -2.7413 -9.5945 6.6227 0.1 -0.1 -0.2 0.320
O -4.5742 11.1086 3.5678 0.9 -1.2 0.0 -0.541
C 2.5985 -7.0366 -0.7169 -1.7 -2.8 1.8 0.508
H -2.7384 11.8309 -7.6355 -0.1 0.1 0.1 0.355
H 5.4201 -9.1313 8.3678 -0.1 0.1 0.0 0.379
H 3.4054 -1.8266 -4.4533 -2.1 0.7 -0.1 0.231
H 5.5394 -8.1467 9.8435 -0.1 -0.1 -0.1 0.365
C -4.7314 -1.8532 -3.2110 0.6 -0.7 0.4 -1.061
C -0.4347 -9.9021 4.5203 0.4 -0.5 -0.8 0.551
H -4.7917 -2.8447 -3.8287 0.3 1.8 1.3 0.310
O -1.4767 10.8434 -5.5251 0.6 -0.4 1.0 -0.325
C 3.1747 -3.2745 -2.1185 0.1 0.2 -0.5 -0.865
O -2.8213 -0.2441 -2.9947 -0.6 -6.1 0.8 -0.428
H 3.8072 -3.4906 -3.0791 -1.3 0.4 1.6 0.325
H 3.1511 -8.4521 9.0796 0.0 0.0 -0.1 0.251
C 2.1503 -8.4285 -1.3295 -0.9 0.4 3.8 -0.443
H 3.3175 0.4056 -3.2995 -1.2 0.0 -1.6 0.206
H -5.2954 -2.0071 -2.2108 1.0 0.2 -1.6 0.276
S 0.3118 -2.8075 -1.2864 -0.9 -0.5 -2.5 -0.157
H -2.4651 6.7324 -4.2135 -0.2 0.0 0.2 0.409
C 3.8155 -7.7067 8.6272 1.1 -0.7 0.1 0.598
C 1.4410 -9.5388 -0.4292 1.2 3.4 1.7 -0.491
O -2.7389 -4.0173 -0.5839 1.2 6.2 -3.1 -0.496
O 2.3461 -6.4911 7.3898 0.1 0.4 0.5 -0.263
H 0.6843 -10.0375 1.8259 1.0 1.4 -1.7 0.605
O 0.1102 -10.4133 3.5758 -0.7 0.4 1.5 -0.593
C -1.6611 7.3543 -2.3122 -0.9 0.4 -0.8 0.561
C 1.6565 -7.9046 1.7353 0.7 -0.5 -4.0 -0.287
C 3.2671 -5.9657 -1.7291 -0.1 -0.1 0.5 -0.412
H 4.5994 -4.4194 -0.7899 -2.1 0.1 -0.5 0.350
H -1.5629 -1.1841 0.1537 -1.8 -0.6 -0.2 0.260
O 3.5760 -6.4622 9.2747 -0.8 0.5 -0.4 -0.343
H -1.2696 9.3625 3.2410 -0.1 0.0 0.1 0.264
C 2.3807 -1.2799 -4.5508 0.0 1.1 -0.1 -0.420
N -0.1333 -1.8385 -3.7153 -2.2 0.6 -1.9 0.865
C -0.8332 10.8039 -4.3235 0.5 -0.5 0.1 0.628
H 1.4153 -4.1483 -3.1381 -0.2 1.8 0.7 0.280
H -0.3087 13.3154 -5.2937 -0.2 -0.1 -0.1 0.325
C 1.1858 -9.2787 1.1174 1.9 3.0 -2.2 -0.329
C -2.2315 12.5870 -7.0289 0.1 -0.3 -0.3 -1.469
C 0.3581 6.9604 -1.4472 1.0 -0.4 0.3 0.606
C -0.5871 -7.5195 7.1195 0.3 0.2 -0.1 -1.408
O -0.7729 12.0417 -3.7573 0.1 -1.1 -0.1 -0.271
C 3.4240 -7.4020 7.2125 -0.1 -0.5 -0.6 -0.517
H 1.4968 -7.6447 2.8438 0.2 -0.7 -2.0 0.211
C -2.6327 -1.6336 0.0603 0.7 0.6 -0.1 -0.671
H 1.1207 4.4005 -2.9992 -0.2 -2.2 -0.1 0.093
H 2.0136 -1.3741 -5.6366 0.4 -0.2 1.7 0.421
H 0.6807 0.9825 -3.3036 0.9 -0.1 -1.7 0.225
H 0.7541 1.1081 -5.2335 0.9 -0.2 1.9 0.047
C -2.1749 8.7828 3.0271 0.6 -0.9 -0.6 0.509
H -1.8191 -7.7410 5.3704 0.0 -0.1 0.0 0.248
H -1.9525 -1.0545 -7.1035 1.7 0.1 2.1 0.387
H 4.2092 -6.8969 6.6399 0.1 -0.1 0.2 0.324
C -1.3115 -1.1188 -6.1419 3.2 -2.3 6.6 -0.636
O 1.3711 6.3768 -1.1570 -1.1 0.5 -0.3 -0.567
C -1.8650 7.6879 2.0292 -0.2 0.1 -0.4 -0.992
H 3.0972 -8.2886 6.6655 -0.1 0.2 0.0 0.278
N -2.2898 -2.6128 -2.5158 2.7 2.9 0.7 0.312
C -2.8285 8.2932 4.2844 0.3 -0.3 0.6 -0.546
O -0.4503 6.6274 -2.4963 0.7 0.0 0.8 -0.353
H 4.3144 -6.3817 -2.0341 -1.9 0.8 0.4 0.365
H -5.2551 -1.0093 -3.7911 1.2 -1.2 1.0 0.373
C 2.3598 -6.8079 0.8300 -1.0 -2.7 -1.4 -0.467
H -2.1063 7.9746 5.0383 -0.2 0.2 0.0 0.319
H -1.7041 8.3096 -4.2535 -0.1 -0.2 0.2 0.209
C -0.8555 -2.3388 -2.6946 0.5 -0.5 1.6 0.318
H -1.2484 12.7439 -7.4820 0.0 0.0 0.1 0.351
```
Positions in Å, forces in eV/Å.

The net charge is +1. The value obtained for the HOMO energy is -10.035 eV.